{"formula": "C35H88AsF6N5O8", "method": "wB97M-V/def2-TZVPD", "homo_lumo_gap_ev": 10.14, "charge": 4, "homo_ev": -17.46, "mol_weight_g_mol": 896.0, "largest_force_ev_per_a": 3.3, "symbols": ["C", "C", "C", "C", "N", "C", "C", "C", "C", "C", "C", "C", "H", "H", "H", "H", "H", "H", "H", "H", "H", "H", "H", "H", "H", "H", "H", "H", "H", "H", "H", "H", "H", "H", "H", "H", "C", "O", "C", "C", "N", "H", "H", "C", "C", "O", "C", "H", "H", "H", "H", "H", "H", "H", "H", "H", "H", "H", "H", "H", "H", "C", "O", "C", "C", "N", "H", "H", "C", "C", "O", "C", "H", "H", "H", "H", "H", "H", "H", "H", "H", "H", "H", "H", "H", "H", "C", "O", "C", "C", "N", "H", "H", "C", "C", "O", "C", "H", "H", "H", "H", "H", "H", "H", "H", "H", "H", "H", "H", "H", "H", "C", "O", "C", "C", "N", "H", "H", "C", "C", "O", "C", "H", "H", "H", "H", "H", "H", "H", "H", "H", "H", "H", "H", "H", "H", "As", "F", "F", "F", "F", "F", "F"], "xyz": [[-4.01888, 3.31430, 4.61226], [-3.89629, 2.55183, 5.87889], [-2.50983, 1.93889, 6.02372], [-2.38629, 1.13795, 7.30366], [-1.17571, 0.23248, 7.36057], [0.07788, 1.00378, 7.54068], [1.05315, -0.03437, 8.06539], [0.16493, -0.96024, 8.92622], [-1.26147, -0.54480, 8.65607], [-1.03280, -0.68563, 6.12183], [-2.25478, -1.52803, 5.81315], [-1.93029, -2.43737, 4.63555], [-3.16266, 4.02953, 4.59485], [-4.91460, 3.89889, 4.56132], [-3.99269, 2.78004, 3.65708], [-4.70212, 1.81415, 6.00345], [-4.01171, 3.25296, 6.71111], [-1.78397, 2.77765, 5.94284], [-2.30558, 1.29876, 5.13713], [-3.21264, 0.50441, 7.60002], [-2.18591, 1.86488, 8.10595], [0.38502, 1.44133, 6.60930], [-0.21490, 1.76003, 8.27448], [1.50101, -0.53440, 7.21200], [1.80618, 0.43230, 8.71439], [0.27207, -2.02299, 8.61899], [0.43947, -0.94847, 9.97174], [-1.96781, -1.35398, 8.47393], [-1.71282, 0.09567, 9.41233], [-0.28143, -1.42084, 6.33972], [-0.66369, -0.09418, 5.27840], [-3.14221, -0.92018, 5.61818], [-2.52353, -2.10563, 6.71351], [-1.20715, -3.18922, 4.94631], [-1.54168, -1.93609, 3.78348], [-2.78120, -3.02478, 4.28599], [-2.91514, 2.73878, -9.49175], [-2.39022, 2.09462, -8.33203], [-1.17643, 1.42569, -8.58250], [-1.42460, -0.00355, -9.04824], [-2.36269, -0.62594, -8.14914], [-1.96270, -0.72995, -7.16139], [-3.16393, -0.01655, -8.08485], [-2.85030, -1.95023, -8.57416], [-3.47474, -2.64282, -7.33737], [-2.60040, -2.32636, -6.21199], [-2.95298, -3.03585, -5.01082], [-3.20083, 1.86387, -10.17808], [-2.31343, 3.46404, -10.07035], [-3.85152, 3.20131, -9.21396], [-0.60931, 1.41561, -7.66789], [-0.58688, 1.91416, -9.34097], [-0.52667, -0.63877, -9.09369], [-1.84971, -0.07406, -10.07218], [-1.99003, -2.59506, -8.80999], [-3.44515, -1.88350, -9.51921], [-3.62298, -3.69506, -7.52761], [-4.49000, -2.25018, -7.10333], [-3.94445, -2.82201, -4.65197], [-2.35071, -2.64820, -4.21330], [-2.67575, -4.10015, -5.13876], [5.71849, -7.71011, -0.40730], [4.49509, -7.30687, 0.15333], [4.56434, -6.70788, 1.38969], [3.18557, -6.08868, 1.58797], [2.80661, -5.27760, 0.33674], [3.62135, -4.63188, 0.22417], [2.94769, -5.92939, -0.41555], [1.51773, -4.49658, 0.35210], [1.39346, -3.90734, -1.05652], [1.57996, -5.03310, -1.96383], [1.50296, -4.65547, -3.36753], [6.36096, -6.81957, -0.56207], [5.47698, -8.12252, -1.38357], [6.27302, -8.42597, 0.18397], [5.27801, -5.83294, 1.44313], [4.71491, -7.48728, 2.18112], [3.12289, -5.42250, 2.45686], [2.43209, -6.87263, 1.69722], [1.56648, -3.68199, 1.12226], [0.78014, -5.24283, 0.70826], [2.09744, -3.13718, -1.32584], [0.38567, -3.55203, -1.19847], [2.09643, -3.71208, -3.44328], [0.47603, -4.43653, -3.64576], [1.98778, -5.43246, -3.97341], [2.20470, 0.91327, -2.34052], [1.80543, 2.27906, -1.97696], [1.50036, 3.07782, -3.10099], [0.64896, 4.19876, -2.58224], [-0.65009, 3.70483, -2.15379], [-0.48213, 2.72378, -1.86967], [-0.84540, 4.18184, -1.27619], [-1.67008, 3.92146, -3.12228], [-2.85441, 2.94915, -2.83304], [-2.40859, 1.59614, -3.13111], [-3.35215, 0.55982, -2.78977], [2.13622, 0.36351, -1.40892], [3.19778, 0.91338, -2.84193], [1.56822, 0.48543, -3.06445], [0.94202, 2.43732, -3.84917], [2.44378, 3.36768, -3.58697], [0.44138, 5.00539, -3.23157], [1.19252, 4.52670, -1.71342], [-1.29404, 3.63958, -4.08394], [-1.97669, 4.96296, -3.13973], [-3.73165, 3.17895, -3.46063], [-3.11732, 2.98212, -1.75774], [-4.28942, 0.68342, -3.30774], [-3.49732, 0.61559, -1.70947], [-2.96642, -0.42234, -3.05073], [6.28493, 2.93901, 0.73513], [4.90137, 2.57458, 0.81562], [4.55039, 1.84505, 1.91299], [3.07604, 1.48950, 1.78238], [2.23551, 2.57350, 1.13856], [2.60910, 2.77547, 0.21108], [1.32475, 2.07479, 0.96658], [2.01840, 3.80817, 1.86053], [1.36233, 4.89586, 1.11267], [0.14869, 4.51809, 0.54123], [-1.03540, 4.47551, 1.29355], [6.59116, 3.44790, 1.70537], [6.35794, 3.61008, -0.13876], [6.95923, 2.06744, 0.60251], [4.66416, 2.48984, 2.81167], [5.14515, 0.93665, 2.04189], [2.55071, 1.25769, 2.69508], [2.96479, 0.61480, 1.10063], [3.03855, 4.16850, 2.10077], [1.60818, 3.57465, 2.85338], [1.97540, 5.17731, 0.25954], [1.39919, 5.75939, 1.78214], [-1.84993, 4.63154, 0.58135], [-1.06451, 5.21916, 2.06971], [-1.26574, 3.51847, 1.74866], [-0.61839, -0.31777, 0.40444], [-2.35997, -0.14394, 0.26598], [-0.64087, -2.00692, 0.56968], [1.17433, -0.30256, 0.53139], [-0.46876, 1.47516, 0.17987], [-0.69634, -0.06117, 2.16483], [-0.46164, -0.47649, -1.33012]], "forces_ev_per_a": [[1.0, 1.2, -1.1], [-0.2, -0.5, 0.9], [0.0, -0.6, -1.1], [1.2, 0.7, 0.2], [-0.5, -0.2, -0.7], [-0.1, -0.1, 0.5], [0.0, 0.5, 0.9], [0.4, -1.5, -0.5], [-0.4, -0.3, -0.5], [-0.5, 0.0, 0.7], [-0.7, 0.4, 0.1], [-0.4, -1.1, 0.7], [-0.6, -0.2, -0.2], [-0.6, 0.4, 0.2], [0.2, -0.5, 0.4], [0.3, 0.0, -0.1], [-0.2, 0.0, 0.0], [-0.2, -0.6, 0.4], [-0.2, 0.3, 0.4], [-0.5, 0.2, -0.4], [-0.4, -0.4, 0.0], [0.0, 0.4, -0.3], [0.6, 0.1, -0.1], [0.3, -0.2, 0.2], [0.0, -0.2, -0.6], [0.1, 0.6, 0.2], [-0.1, 0.2, 0.2], [0.2, -0.1, 0.3], [0.2, 0.2, -0.1], [0.7, 0.0, 0.4], [-0.3, 0.1, 0.2], [0.1, 0.1, -0.2], [0.2, -0.1, -0.5], [0.3, 0.0, 0.0], [0.4, 0.8, -0.7], [-0.2, 0.2, 0.2], [-1.3, -2.0, -1.6], [0.6, 0.7, 0.2], [-0.2, -0.3, -0.4], [0.9, -0.1, -1.6], [-0.1, -0.8, 1.6], [-0.7, 0.0, -1.3], [-0.4, 0.6, 0.3], [0.3, -1.8, 0.2], [-0.9, 1.5, 0.5], [-0.8, -0.5, -0.8], [1.0, -0.3, -0.5], [0.3, 1.5, 0.3], [0.3, -0.4, 0.8], [-0.1, 0.2, 0.2], [0.3, 0.0, 0.5], [0.3, 0.4, -0.3], [-0.1, 0.5, 0.2], [0.1, 0.3, 0.6], [0.1, 0.6, -0.1], [0.1, 0.1, 1.1], [0.4, -0.5, 0.1], [0.5, 0.0, -0.2], [-0.8, -0.4, -0.5], [0.8, 0.3, 0.2], [-0.7, 0.4, 0.2], [0.8, 0.7, -0.9], [-0.5, -0.1, -0.6], [-0.4, 0.7, 1.0], [-1.0, 0.1, 0.2], [2.3, 0.9, 2.2], [-0.8, -0.3, -0.1], [-0.6, -0.5, -1.0], [0.8, 0.0, 0.3], [-1.2, -2.4, -0.8], [0.0, 0.5, 0.0], [1.1, 0.9, 1.3], [-0.1, -0.4, 0.1], [0.1, -0.2, 0.1], [-0.1, -0.3, 0.3], [0.0, -1.1, 0.0], [0.3, 1.0, -0.3], [0.1, -0.2, -0.2], [0.0, 0.1, -0.1], [0.2, -0.8, -0.7], [-0.1, 0.7, -0.8], [0.5, 0.5, 0.4], [-0.4, 0.5, 0.1], [-0.3, -0.6, -0.4], [-0.1, -0.2, -0.2], [-0.4, 0.2, 0.3], [1.1, 1.5, 0.5], [-0.1, -1.2, -0.1], [0.0, -1.4, -1.4], [1.5, -0.1, 0.2], [1.3, -0.6, 2.0], [-0.6, -0.1, -0.2], [-0.2, 0.0, 0.3], [-2.8, -1.6, -0.8], [0.2, -1.0, -0.1], [0.3, 0.8, -0.3], [0.3, 0.8, 0.7], [0.3, -0.2, -0.2], [-0.3, 0.1, 0.8], [-1.3, -0.4, -0.7], [0.4, 0.7, 0.5], [-0.4, 0.5, 0.0], [0.4, 0.9, -0.9], [-0.1, 0.6, 0.4], [0.3, 0.0, -0.7], [0.0, 0.1, 0.1], [0.3, 0.2, 0.3], [-0.2, 0.2, -0.4], [-0.4, 0.3, -0.2], [-0.3, -0.3, 0.0], [0.5, 0.2, 0.0], [0.4, 0.5, 0.8], [0.3, 0.4, -1.6], [-0.7, 0.7, 1.9], [0.0, -0.7, -1.3], [-1.1, -2.0, -0.9], [0.2, 0.0, -0.2], [0.5, 0.7, -0.2], [2.2, 0.1, 2.3], [0.2, 0.2, -0.4], [-0.2, 0.0, -0.7], [-0.9, -0.2, 0.1], [-0.3, -0.3, -1.2], [0.2, -0.3, 0.6], [-0.6, 0.3, 0.0], [0.3, -0.5, 0.0], [-0.1, -0.1, 0.1], [0.2, -0.2, 0.5], [0.0, 0.8, 0.6], [-0.4, 0.0, -0.1], [-0.4, 0.0, -0.4], [0.3, 0.0, -0.1], [-0.8, 0.2, -0.1], [-0.1, 0.3, 0.2], [0.0, 0.6, 0.2], [0.5, -0.5, 0.1], [-0.3, 1.8, 0.0], [1.3, -0.3, 0.2], [-0.1, -0.5, 0.3], [-0.9, -0.2, 0.0], [0.0, -0.6, 0.2], [0.1, -0.2, -1.2], [0.0, 0.0, 0.5]], "mulliken_charge": [-1.258, -0.424, -0.057, -1.198, 0.390, -0.599, -0.693, -0.684, -0.652, -1.268, -0.089, -1.399, 0.265, 0.443, 0.281, 0.368, 0.328, 0.371, -0.012, 0.462, 0.533, 0.402, 0.496, 0.305, 0.427, 0.299, 0.399, 0.366, 0.531, 0.597, 0.469, 0.375, 0.231, 0.394, 0.189, 0.425, -0.717, -0.334, -0.567, -0.756, 0.002, 0.406, 0.362, -0.676, -0.552, -0.341, -0.640, 0.289, 0.317, 0.262, 0.392, 0.422, 0.411, 0.404, 0.361, 0.415, 0.437, 0.368, 0.375, 0.047, 0.319, -0.765, -0.342, -0.447, -0.712, -0.176, 0.378, 0.541, -0.590, -0.552, -0.411, -0.647, 0.329, 0.254, 0.316, 0.356, 0.404, 0.350, 0.406, 0.289, 0.327, 0.406, 0.478, 0.277, 0.219, 0.297, -0.705, 0.045, -0.460, -0.484, 0.959, -0.267, -0.064, -0.710, -0.633, -0.219, -0.573, -0.082, 0.342, 0.434, 0.223, 0.563, 0.618, -0.252, 0.469, 0.412, 0.512, 0.337, 0.399, 0.238, -0.005, -0.765, -0.283, -0.764, -0.387, 1.119, 0.334, -0.541, -0.573, -0.974, -0.262, -0.783, 0.312, 0.253, 0.301, 0.478, 0.462, 0.480, 0.003, 0.478, 0.438, 0.371, 0.443, 0.280, 0.470, 0.147, 2.007, -0.499, -0.421, -0.594, -0.602, -0.471, -0.557]}